# 1
ORCA calculation (wB97M-V/def2-TZVPD) on 10 unconnected molecules or ions with the total composition C34H74N6O10 at a distorted geometry.

Structure (XYZ):
```
124
Properties=species:S:1:pos:R:3:lowdin_charge:R:1
C 6.909 -2.893 8.653 -0.0031
C 6.308 -2.756 7.320 -0.6427
O 5.298 -2.183 7.257 0.0898
N 6.862 -3.470 6.315 0.0300
C 6.409 -3.322 4.940 -0.0784
H 7.671 -3.671 8.598 0.0749
H 6.114 -3.056 9.380 0.0961
H 7.477 -2.007 8.935 0.0844
H 7.610 -4.137 6.438 0.1303
H 5.497 -2.728 4.878 0.0674
H 6.261 -4.301 4.484 0.0807
H 7.095 -2.816 4.261 0.0467
C 10.216 -4.651 3.341 0.0225
C 9.791 -3.478 2.330 -0.4923
O 8.776 -2.809 2.483 -0.0112
N 10.533 -3.273 1.232 0.0166
C 11.783 -3.900 0.864 -0.0676
H 9.943 -4.432 4.373 0.0518
H 11.292 -4.649 3.519 0.0649
H 9.940 -5.682 3.123 0.0791
H 10.106 -2.617 0.594 0.0956
H 12.598 -3.651 1.544 0.0900
H 11.907 -3.571 -0.168 0.0836
H 11.779 -4.986 0.762 0.0876
C 12.374 6.011 6.171 0.0017
C 12.352 4.574 6.575 -0.5557
O 13.283 3.824 6.476 0.0527
N 11.096 4.036 6.747 -0.0033
C 10.794 2.676 7.043 -0.0810
H 12.379 6.718 7.001 0.0871
H 11.577 6.199 5.451 0.0782
H 13.299 6.145 5.610 0.0855
H 10.356 4.678 6.503 0.0824
H 10.047 2.302 6.343 0.0637
H 10.372 2.589 8.045 0.0813
H 11.699 2.079 7.150 0.0835
C 6.605 3.543 7.135 0.0027
C 7.484 4.669 7.680 -0.5311
O 8.330 5.137 6.915 0.0026
N 7.356 4.985 8.964 0.0463
C 6.297 4.538 9.931 -0.0573
H 6.373 2.741 7.836 0.0793
H 6.908 3.265 6.125 0.0637
H 5.607 3.978 7.080 0.0716
H 7.742 5.848 9.319 0.1426
H 6.410 4.922 10.945 0.0826
H 6.241 3.461 10.089 0.0791
H 5.315 4.927 9.662 0.0806
C 0.751 0.704 4.624 0.0042
C 1.985 1.432 4.104 -0.5345
O 2.372 1.037 2.994 0.0040
N 2.601 2.393 4.744 0.0487
C 3.807 3.087 4.245 -0.0246
H 0.863 -0.351 4.872 0.0849
H -0.082 0.850 3.936 0.0876
H 0.328 1.103 5.545 0.0739
H 2.217 2.725 5.617 0.1512
H 4.330 2.687 3.376 0.0780
H 4.535 3.190 5.050 0.0685
H 3.446 4.030 3.834 0.0911
C 10.408 -2.403 7.248 0.0024
C 11.686 -1.722 6.775 -0.5459
O 12.700 -2.100 7.352 0.0179
N 11.737 -0.714 5.894 0.0060
C 10.648 -0.270 5.135 -0.1142
H 10.692 -3.211 7.923 0.0940
H 9.932 -2.620 6.292 0.0561
H 9.781 -1.634 7.699 0.0774
H 12.546 -0.135 5.721 0.1536
H 10.942 0.734 4.826 0.0697
H 9.737 -0.061 5.696 0.0880
H 10.625 -0.964 4.294 0.0935
C 6.397 6.089 4.181 -0.1666
C 6.607 6.180 2.624 -0.1489
C 6.769 7.738 2.447 -0.2137
O 7.036 8.265 3.722 -0.1287
C 7.374 7.167 4.622 -0.1907
H 6.792 5.141 4.547 0.0799
H 5.384 6.425 4.402 0.1164
H 5.785 5.840 1.994 0.0969
H 7.501 5.637 2.316 0.0867
H 5.870 8.249 2.102 0.1144
H 7.496 7.840 1.641 0.1090
H 7.331 7.440 5.677 0.1169
H 8.362 6.734 4.458 0.1121
C 8.272 2.430 2.146 -0.1443
C 7.522 1.142 1.915 -0.1791
C 7.119 0.593 3.245 -0.1707
O 7.933 1.291 4.219 -0.1495
C 8.720 2.326 3.642 -0.1785
H 7.648 3.291 1.904 0.0880
H 9.101 2.592 1.457 0.1124
H 8.212 0.492 1.377 0.1025
H 6.683 1.365 1.256 0.1076
H 7.383 -0.458 3.362 0.0988
H 6.050 0.644 3.452 0.1028
H 9.776 2.058 3.675 0.1004
H 8.578 3.327 4.050 0.1032
C 3.459 -1.568 0.723 -0.1209
C 4.219 -2.279 1.835 -0.1501
C 3.288 -3.469 2.130 -0.0720
O 1.946 -2.889 2.108 0.1163
C 1.964 -1.685 1.223 -0.0134
H 3.738 -1.969 -0.252 0.1247
H 3.804 -0.534 0.707 0.1233
H 4.374 -1.625 2.694 0.1164
H 5.245 -2.462 1.518 0.1292
H 3.517 -4.085 2.999 0.1424
H 3.550 -4.229 1.394 0.1673
H 1.542 -0.954 1.914 0.1298
H 1.381 -1.794 0.309 0.1566
C 9.252 -0.281 -2.249 -0.1559
C 7.730 -0.502 -1.943 -0.1215
C 7.845 -1.778 -1.125 -0.2272
O 8.828 -2.542 -1.857 -0.1579
C 9.927 -1.568 -2.040 -0.1959
H 9.772 0.378 -1.554 0.1158
H 9.500 0.015 -3.268 0.1151
H 7.014 -0.781 -2.716 0.1147
H 7.391 0.332 -1.329 0.0942
H 7.005 -2.472 -1.145 0.1181
H 8.169 -1.601 -0.099 0.0907
H 10.716 -1.837 -2.742 0.1302
H 10.388 -1.656 -1.056 0.0853
```

Summary:
HOMO-LUMO gap (alpha / beta) in eV: 8.06 / 1.83
E_tot in eV: -65861.53763
⟨S²⟩: 0.755
LUMO (alpha / beta) in eV: -2.226 / -8.456
2S+1: 2
Charge: +1

=====

# 2
ORCA calculation (wB97M-V/def2-TZVPD) on a molecular structure, C34H75BBaF4NO16 at a distorted geometry.

Structure (XYZ):
```
132
Properties=species:S:1:pos:R:3:lowdin_charge:R:1
Ba -15.990 27.980 11.120 1.9038
B -19.684 23.551 10.583 -1.4086
F -19.817 24.398 11.691 0.0721
F -18.949 22.480 10.903 0.1563
F -20.871 23.088 10.105 0.1413
F -19.015 24.257 9.567 0.0543
C -19.013 16.770 5.645 -0.0728
C -18.357 17.270 6.753 -0.0653
C -17.007 16.916 7.003 0.0163
C -16.352 15.984 6.159 -0.1438
C -17.042 15.392 5.099 -0.0046
C -18.353 15.821 4.821 -0.0575
N -15.005 15.478 6.440 -0.3429
O -14.654 14.366 6.112 0.0891
O -14.266 16.236 7.105 0.0427
H -19.961 17.115 5.258 0.1040
H -18.810 18.059 7.335 0.1068
H -16.508 17.316 7.873 0.1122
H -16.622 14.649 4.438 0.1158
H -18.942 15.479 3.983 0.1001
C -19.328 30.678 7.354 -0.1008
O -19.509 30.588 8.752 -0.2054
C -20.777 30.876 9.221 -0.2144
C -20.686 31.366 10.659 -0.1478
O -19.937 30.401 11.504 -0.2370
C -20.068 30.705 12.931 -0.0856
H -19.569 31.713 7.108 0.0850
H -19.992 30.119 6.695 0.0977
H -18.285 30.612 7.045 0.0836
H -21.396 29.986 9.103 0.1400
H -21.193 31.675 8.607 0.1287
H -21.680 31.455 11.098 0.1244
H -20.249 32.347 10.844 0.1224
H -19.201 30.278 13.434 0.0711
H -21.040 30.375 13.298 0.0928
H -20.102 31.784 13.081 0.0809
C -24.506 23.576 3.181 -0.1224
O -23.282 23.668 2.481 -0.1916
C -22.372 24.509 3.178 -0.1994
C -20.967 24.413 2.591 -0.2394
O -20.784 25.206 1.490 -0.1763
C -21.312 24.665 0.264 -0.0787
H -25.090 24.494 3.120 0.0844
H -24.451 23.300 4.234 0.0860
H -25.162 22.852 2.698 0.0869
H -22.407 24.120 4.195 0.1164
H -22.744 25.533 3.230 0.1284
H -20.728 23.360 2.444 0.1290
H -20.226 24.834 3.270 0.1266
H -22.379 24.445 0.278 0.0793
H -20.799 23.736 0.018 0.0863
H -21.169 25.364 -0.561 0.0847
C -27.517 27.832 11.866 -0.0936
O -26.892 27.439 10.622 -0.1704
C -26.698 26.014 10.525 -0.2225
C -27.809 25.225 9.985 -0.2234
O -29.062 25.507 10.625 -0.1939
C -30.080 24.563 10.236 -0.0916
H -27.364 28.901 12.017 0.0777
H -26.992 27.351 12.691 0.0815
H -28.593 27.659 11.886 0.0796
H -26.400 25.579 11.479 0.1195
H -25.827 25.801 9.905 0.1290
H -27.605 24.160 10.086 0.1295
H -27.872 25.544 8.944 0.1282
H -29.811 23.530 10.457 0.0820
H -30.214 24.615 9.156 0.0813
H -31.036 24.834 10.685 0.0871
C -12.514 24.369 6.947 -0.0944
O -12.841 25.733 6.671 -0.1992
C -12.573 26.101 5.331 -0.2082
C -11.157 25.876 4.753 -0.2012
O -10.146 26.193 5.717 -0.1811
C -8.852 25.777 5.365 -0.1150
H -12.720 24.084 7.978 0.0826
H -11.459 24.122 6.826 0.0840
H -13.113 23.746 6.282 0.0935
H -12.841 27.147 5.186 0.1174
H -13.274 25.535 4.717 0.1202
H -11.193 26.426 3.813 0.1248
H -11.099 24.831 4.451 0.1154
H -8.234 25.935 6.249 0.0903
H -8.485 26.320 4.494 0.0897
H -8.762 24.716 5.133 0.0863
C -22.929 23.833 18.111 -0.1042
O -22.345 23.348 19.296 -0.1785
C -22.476 21.997 19.572 -0.2199
C -21.797 21.694 20.933 -0.1915
O -20.381 21.721 20.851 -0.1755
C -19.719 21.631 22.067 -0.1343
H -22.546 24.842 17.956 0.0861
H -24.004 23.927 18.262 0.0836
H -22.776 23.200 17.237 0.0891
H -22.029 21.334 18.831 0.1239
H -23.515 21.668 19.569 0.1215
H -22.198 20.747 21.294 0.1196
H -22.132 22.401 21.692 0.1198
H -19.752 20.668 22.576 0.0883
H -20.103 22.374 22.766 0.0828
H -18.707 21.970 21.845 0.0893
C -13.990 15.109 19.743 -0.1049
O -15.033 15.544 18.902 -0.1809
C -15.178 16.936 18.762 -0.2164
C -16.571 17.346 18.192 -0.1936
O -16.658 16.922 16.821 -0.1825
C -17.878 17.384 16.229 -0.1064
H -13.911 14.044 19.525 0.0907
H -14.236 15.222 20.799 0.0852
H -13.083 15.646 19.466 0.0862
H -14.396 17.404 18.165 0.1201
H -15.122 17.462 19.715 0.1143
H -16.702 18.427 18.253 0.1127
H -17.322 16.939 18.869 0.1220
H -17.805 17.052 15.193 0.0866
H -17.927 18.473 16.264 0.0816
H -18.778 16.928 16.642 0.0854
C -15.408 25.210 15.856 -0.1132
O -14.531 25.552 14.813 -0.2010
C -13.458 24.646 14.664 -0.2003
C -12.178 25.304 14.213 -0.2080
O -12.369 25.780 12.888 -0.1895
C -11.221 26.530 12.457 -0.1117
H -16.210 25.944 15.934 0.0866
H -14.988 25.033 16.846 0.0938
H -15.894 24.260 15.633 0.0949
H -13.778 23.772 14.097 0.1427
H -13.128 24.362 15.664 0.1264
H -11.314 24.647 14.312 0.1359
H -11.902 26.134 14.863 0.1288
H -11.401 27.058 11.521 0.0742
H -10.355 25.892 12.281 0.0933
H -10.786 27.310 13.083 0.0873
```

Summary:
HOMO-LUMO gap in eV: 3.98
E_tot in eV: -82947.48649
LUMO in eV: -6.587
Charge: +1